Entry 1:
Computed, not measured: one molecule with the formula C18H25N3O3, with ωB97M-V/def2-TZVPD.

XYZ file:
```
49
Properties=species:S:1:pos:R:3:nbo_charge:R:1
C -4.10512 -0.71306 -2.92462 -0.63
C -4.58840 -0.13184 -1.58962 -0.19
N -3.59939 0.04685 -0.54910 -0.47
C -2.68594 1.15848 -0.70834 -0.20
C -1.38725 0.91317 -1.48751 -0.64
C -3.04136 -1.18112 -0.02056 -0.23
C -2.73862 -1.08373 1.48573 -0.24
N -1.43698 -0.54017 1.79046 -0.63
C -0.38473 -1.31660 2.10717 0.69
O -0.43031 -2.52451 2.19291 -0.63
C 0.89734 -0.51010 2.35073 -0.53
C 1.43185 -0.02472 1.04913 0.01
C 1.39450 1.24708 0.48366 -0.02
C 0.78405 2.45450 1.00394 0.77
O 0.96985 3.58863 0.61790 -0.60
O -0.08788 2.22310 2.01816 -0.71
N 2.07103 1.23030 -0.72697 -0.31
C 2.26698 2.31508 -1.65042 -0.42
C 2.50507 -0.03546 -0.95996 0.15
C 3.20322 -0.56061 -2.04703 -0.25
C 3.50945 -1.90097 -2.01855 -0.19
C 3.13333 -2.72038 -0.94444 -0.24
C 2.44771 -2.21548 0.13229 -0.18
C 2.12748 -0.85348 0.13280 -0.05
H -3.46924 -0.00791 -3.45306 0.20
H -4.96258 -0.93395 -3.55583 0.21
H -3.55004 -1.63386 -2.76276 0.21
H -5.05297 0.84174 -1.77152 0.19
H -5.36132 -0.79165 -1.18146 0.19
H -3.24256 1.96275 -1.19636 0.20
H -2.42134 1.51540 0.29434 0.17
H -0.83077 1.84596 -1.54338 0.21
H -0.76496 0.17281 -0.99087 0.21
H -1.58843 0.57147 -2.49855 0.21
H -2.12906 -1.51138 -0.53833 0.18
H -3.79517 -1.95958 -0.15170 0.20
H -2.75040 -2.09062 1.91006 0.23
H -3.50861 -0.47530 1.96587 0.20
H -1.29215 0.45450 1.71553 0.41
H 1.62379 -1.18149 2.81104 0.24
H 0.68323 0.31685 3.02515 0.25
H -0.42320 3.07644 2.33589 0.51
H 3.33261 2.43701 -1.85480 0.21
H 1.88326 3.23570 -1.22036 0.26
H 1.75014 2.10806 -2.59117 0.20
H 3.49143 0.06036 -2.88119 0.22
H 4.04991 -2.33898 -2.84481 0.21
H 3.39010 -3.76858 -0.97491 0.22
H 2.13982 -2.84679 0.95088 0.23
```

Values from the calculation:
**E_LUMO**: 0.07 eV
**SMILES**: CCN(CC)CCNC(=O)Cc1c(C(=O)O)n(C)c2ccccc12
**Total charge**: 0
**Kohn-Sham gap**: 8.178 eV
**E**: -29685.8264 eV
**Energy relative to the best compared isomer or geometry (same formula, charge and spin)**: 111.18 kJ/mol
**F_max**: 0.0188 Eh/bohr

Entry 2:
Computed, not measured: a 2-piece molecular cluster, C5H12O overall, with ωB97M-V/def2-TZVPD.

XYZ file:
```
18
Properties=species:S:1:pos:R:3:nbo_charge:R:1
C -0.56981 0.21950 -2.40038 -0.60
C -0.46930 -0.34492 -0.97588 -0.51
C 0.09178 0.74592 -0.08510 0.62
C 1.60207 0.79150 0.03436 -0.73
O -0.62293 1.55692 0.46412 -0.55
H -1.40559 0.92219 -2.46059 0.22
H 0.34006 0.77631 -2.65533 0.20
H -0.70632 -0.57695 -3.14110 0.22
H -1.45017 -0.65032 -0.60404 0.23
H 0.18456 -1.22226 -0.96015 0.21
H 1.93000 1.80600 0.26987 0.24
H 1.91512 0.11711 0.84289 0.24
H 2.08208 0.44118 -0.88532 0.22
C -0.56738 -0.93750 2.56358 -0.86
H 0.37517 -0.53319 2.94106 0.21
H -1.00896 -1.60636 3.30663 0.22
H -1.24592 -0.11208 2.33726 0.23
H -0.36500 -1.50231 1.64759 0.20
```

Values from the calculation:
**E_LUMO**: 0.89 eV
**SMILES**: CCC(C)=O.C
**Total charge**: 0
**Kohn-Sham gap**: 10.452 eV
**E**: -7427.0060 eV
**Energy relative to the best compared isomer or geometry (same formula, charge and spin)**: 29.46 kJ/mol
**F_max**: 0.0088 Eh/bohr

Entry 3:
Computed, not measured: C44H51BEuN6O3PS as an isolated structure at a distorted geometry, with ωB97M-V/def2-TZVPD.

XYZ file:
```
108
Properties=species:S:1:pos:R:3:lowdin_spin:R:1
Eu -0.10644 0.12768 -0.04455 6.96
S -1.47939 -4.67279 -1.01733 0.00
C -0.40044 -4.71414 0.30975 0.00
C 0.11162 -3.48701 0.59896 0.00
C -0.33747 -2.41735 -0.24496 -0.01
C -1.20491 -2.92424 -1.17540 0.00
C -1.87195 -2.18469 -2.22915 0.00
C -2.80248 -2.77395 -3.10057 0.00
C -3.36224 -2.02741 -4.11268 0.00
C -2.99568 -0.69348 -4.25267 0.00
C -2.09416 -0.17597 -3.34237 0.00
N -1.54327 -0.88155 -2.35480 0.00
H -0.20925 -5.65254 0.81043 0.00
H 0.80748 -3.34704 1.41911 0.00
H -3.07291 -3.81194 -2.96447 0.00
H -4.08211 -2.47206 -4.78906 0.00
H -3.40763 -0.07303 -5.03625 0.00
H -1.79998 0.86629 -3.39041 0.00
N 1.63645 -0.62734 -2.09672 0.00
C 3.09137 -0.71525 -1.93031 0.00
C 3.74952 0.66102 -1.86370 0.00
C 3.49572 1.40774 -0.55630 0.00
N 2.09331 1.80440 -0.42252 0.00
H 1.24396 -1.56505 -2.13810 0.00
H 1.41680 -0.17796 -2.97954 0.00
H 3.55679 -1.28419 -2.74517 0.00
H 3.28073 -1.24430 -0.99414 0.00
H 3.40269 1.27060 -2.70728 0.00
H 4.82843 0.52984 -1.97604 0.00
H 4.17178 2.27190 -0.51308 0.00
H 3.72949 0.75047 0.28400 0.00
H 1.86640 2.53431 -1.08862 0.00
H 1.92540 2.17599 0.51013 0.00
N 1.42239 -0.52023 1.61918 -0.02
C 1.79212 -1.02595 2.70646 0.01
C 3.20128 -1.55635 2.85517 0.00
C 3.74622 -2.31805 1.82562 0.00
C 5.04421 -2.80035 1.90881 0.00
C 5.82456 -2.50958 3.01971 0.00
C 5.29995 -1.73178 4.04224 0.00
C 3.99533 -1.26417 3.96259 0.00
C 0.91986 -1.14629 3.94179 0.00
C -0.12839 -0.24840 4.12172 0.00
C -0.95495 -0.32637 5.23094 0.00
C -0.75425 -1.31620 6.18223 0.00
C 0.27057 -2.23371 6.00341 0.00
C 1.10033 -2.15115 4.89356 0.00
H 3.12376 -2.53251 0.96463 0.00
H 5.44639 -3.41048 1.10835 0.00
H 6.83640 -2.89091 3.09066 0.00
H 5.90485 -1.49688 4.91035 0.00
H 3.59027 -0.66164 4.76665 0.00
H -0.28627 0.50770 3.36548 0.00
H -1.77721 0.37237 5.33707 0.00
H -1.39989 -1.38262 7.04980 0.00
H 0.42544 -3.02001 6.73349 0.00
H 1.88038 -2.88994 4.76157 0.00
C 0.00966 3.20843 4.37299 0.00
P -0.73263 3.10608 2.71055 0.00
C -2.48105 2.76654 3.09724 0.00
C -0.50296 4.80581 2.09962 0.00
O -0.01992 2.08354 1.89235 0.00
H -0.45322 3.99508 4.97134 0.00
H 1.07758 3.40685 4.27237 0.00
H -0.11574 2.24716 4.87311 0.00
H -3.08048 3.67428 3.02891 0.00
H -2.54065 2.38407 4.11637 0.00
H -2.87583 2.02474 2.40883 0.00
H -1.19937 5.49890 2.57173 0.00
H -0.62104 4.84251 1.02060 0.00
H 0.51836 5.09584 2.35226 0.00
C -3.71589 8.17381 -3.39582 0.00
C -4.16996 6.74476 -3.73039 0.00
C -3.72535 6.43464 -5.16132 0.00
C -5.70460 6.67146 -3.68226 0.00
C -3.58610 5.76280 -2.71422 0.00
C -3.90222 5.91361 -1.36220 0.00
C -3.42863 5.05130 -0.37844 0.00
C -2.61588 4.01371 -0.78273 0.00
O -1.99581 3.04087 -0.05533 0.00
B -1.26462 2.18176 -0.95718 0.01
O -1.48657 2.76352 -2.24549 0.00
C -2.29396 3.85084 -2.12027 0.00
C -2.75824 4.70586 -3.09884 0.00
H -4.13251 8.87738 -4.12163 0.00
H -2.62701 8.24555 -3.43065 0.00
H -4.04383 8.47714 -2.40154 0.00
H -4.16578 7.16744 -5.84045 0.00
H -4.05711 5.44367 -5.47587 0.00
H -2.63985 6.49335 -5.26147 0.00
H -6.13929 7.34047 -4.43008 0.00
H -6.08625 6.96086 -2.70354 0.00
H -6.04183 5.65453 -3.88874 0.00
H -4.54533 6.72789 -1.05222 0.00
H -3.69905 5.18642 0.66038 0.00
H -2.48047 4.53588 -4.12995 0.00
N -6.84664 1.36735 0.83409 0.00
C -5.94127 0.69498 1.11465 0.00
C -4.84049 -0.11860 1.45498 0.00
C -4.93014 -1.18375 2.42455 0.01
C -3.78822 -1.92286 2.67058 0.00
C -2.60043 -1.61441 2.02105 0.01
N -2.49965 -0.57037 1.12356 0.00
C -3.59860 0.11555 0.85377 0.01
H -5.86687 -1.39443 2.92315 0.00
H -3.80699 -2.74310 3.37802 0.00
H -1.70331 -2.19085 2.19539 0.00
H -3.50488 0.91467 0.12250 0.00
```

Values from the calculation:
**E_LUMO (spin up / spin down)**: 2.13 / 2.15 eV
**Total charge**: -1
**Kohn-Sham gap (spin up / spin down)**: 4.143 / 5.663 eV
**E**: -101671.8733 eV
**Expectation value of S²**: 15.761
**F_max**: 0.0486 Eh/bohr
**Spin multiplicity**: 8

- F_max of number 1 (C18H25N3O3)?
  0.0188 Eh/bohr

- Among the records above, which one has the lowest F_max?
  C5H12O

- Number 2 is which compound?
  C5H12O